# 1
A cluster of 3 separate species, CH5NOSi in total, computed with ωB97M-V/def2-TZVPD.

Positions of all 9 atoms, in Å:
C -4.800 0.199 -0.023
N -4.651 -0.818 0.416
O -2.037 1.081 -0.089
Si -1.635 -0.389 -0.114
H -4.882 1.061 -0.749
H 1.585 -4.338 2.030
H 1.381 -3.852 1.590
H -2.224 -1.203 -1.072
H -1.031 -1.211 0.887

**Multiplicity**: 3
**LUMO level (alpha / beta)**: 0.82 / -3.92 eV
**Kohn-Sham gap (alpha / beta)**: 7.1 / 8.6 eV
**Relative energy (zero: lowest compared OMol25 entry of this formula, charge and spin)**: 63.97 kcal per mole
**Charge**: 0
**Molar mass**: 75.143 g/mol
**Energy**: -12526.5697 eV
**E_HOMO (alpha / beta)**: -6.29 / -12.53 eV

# 2
A structure of composition C9H13BrN2O2S, computed with ωB97M-V/def2-TZVPD.

Positions of all 28 atoms, in Å:
C -4.527 -0.735 -0.274
C -4.167 0.545 0.272
C -3.557 -1.664 -0.590
C -2.815 0.876 0.430
C -2.247 -1.333 -0.513
C -1.910 -0.037 -0.083
C 3.141 -1.158 0.616
C 3.266 0.513 -1.164
C 2.819 1.306 1.028
N 3.228 0.298 0.250
N 0.035 1.654 0.601
O 0.376 -0.345 -1.079
O 0.234 -0.721 1.352
S -0.165 0.041 0.169
Br -0.011 2.682 -0.881
H -5.529 -0.982 -0.399
H -4.921 1.306 0.662
H -3.966 -2.629 -0.852
H -2.484 1.703 0.907
H -1.325 -1.857 -0.645
H 3.978 -1.508 1.296
H 2.239 -1.523 1.105
H 3.026 -1.638 -0.255
H 3.563 -0.369 -1.649
H 2.409 0.924 -1.592
H 4.025 1.232 -1.457
H 2.586 2.327 0.672
H 2.701 1.089 2.071

**Multiplicity**: 1
**LUMO level (alpha / beta)**: -0.91 / -0.91 eV
**Kohn-Sham gap (alpha / beta)**: 6.8 / 6.8 eV
**Relative energy (zero: lowest compared OMol25 entry of this formula, charge and spin)**: 2.79 kcal per mole
**Charge**: 0
**Molar mass**: 293.186 g/mol
**Energy**: -97491.9370 eV
**E_HOMO (alpha / beta)**: -7.69 / -7.69 eV

# 3
A cluster of 5 separate species, C38H41F17N4O11S in total, computed with ωB97M-V/def2-TZVPD.

Positions of all 112 atoms, in Å:
N -0.523 4.775 -3.134
C 0.107 4.097 -2.410
C 0.949 3.269 -1.545
C 2.294 2.980 -2.254
F 2.454 1.711 -2.616
F 2.329 3.688 -3.391
C 3.515 3.494 -1.428
F 3.586 4.803 -1.674
F 3.317 3.381 -0.118
C 4.879 2.905 -1.866
F 5.824 3.711 -1.380
F 4.980 2.984 -3.180
C 5.137 1.422 -1.440
F 5.053 0.680 -2.539
F 4.222 0.947 -0.596
C 6.554 1.147 -0.868
F 7.473 1.632 -1.681
F 6.711 -0.175 -0.891
C 6.782 1.709 0.577
F 7.851 2.477 0.548
F 5.746 2.458 0.975
C 6.965 0.617 1.647
F 5.962 -0.239 1.611
F 8.109 -0.010 1.407
C 7.039 1.182 3.106
F 7.672 2.332 3.183
F 7.698 0.312 3.850
F 5.821 1.293 3.595
C 0.155 1.984 -1.179
C -0.983 2.466 -0.379
N -1.909 2.923 0.187
C -0.451 1.337 -2.451
C -0.731 -0.165 -2.389
C -1.633 -0.670 -1.264
C -3.046 -0.091 -1.248
S -3.921 -0.684 0.249
C -3.770 0.582 1.424
N -4.715 1.404 1.692
N -4.244 2.245 2.637
C -3.056 1.907 2.898
O -2.697 0.845 2.176
C 1.002 1.042 -0.278
C 0.552 0.946 1.178
C 1.565 -0.009 1.894
C 0.975 -1.386 1.755
O 1.226 -2.113 0.819
O 0.102 -1.754 2.744
H 1.064 3.856 -0.641
H 0.160 1.515 -3.328
H -1.387 1.845 -2.660
H 0.204 -0.701 -2.419
H -1.225 -0.420 -3.323
H -1.746 -1.738 -1.432
H -1.125 -0.578 -0.308
H -3.579 -0.531 -2.083
H -3.084 0.987 -1.334
H -2.413 2.395 3.591
H 1.136 0.047 -0.685
H 1.998 1.469 -0.210
H -0.419 0.480 1.275
H 0.621 1.901 1.684
H 1.695 0.247 2.936
H 2.495 -0.036 1.339
H -0.781 -1.854 2.369
O -5.826 -1.659 3.603
C -6.649 -2.130 2.878
C -8.124 -2.328 3.169
C -8.545 -3.305 2.072
C -7.571 -2.961 0.954
O -6.369 -2.542 1.617
H -8.629 -1.366 3.078
H -8.268 -2.734 4.165
H -9.588 -3.218 1.775
H -8.376 -4.329 2.408
H -7.927 -2.137 0.332
H -7.348 -3.814 0.316
O 1.402 -1.331 -4.467
C 1.096 -2.465 -4.239
C 1.966 -3.695 -4.400
C 0.947 -4.828 -4.347
C -0.143 -4.233 -3.471
O -0.117 -2.817 -3.742
H 2.668 -3.736 -3.564
H 2.507 -3.665 -5.341
H 1.344 -5.765 -3.958
H 0.558 -5.017 -5.348
H 0.052 -4.383 -2.407
H -1.129 -4.625 -3.706
O -4.594 4.650 5.084
C -5.560 5.162 4.611
C -5.609 6.080 3.406
C -6.995 6.708 3.526
C -7.774 5.612 4.240
O -6.816 4.953 5.082
H -5.509 5.472 2.505
H -4.813 6.817 3.451
H -7.436 6.998 2.574
H -6.943 7.597 4.157
H -8.187 4.877 3.545
H -8.580 6.005 4.856
O 2.559 -7.537 -2.043
C 3.513 -6.844 -1.852
C 3.834 -6.074 -0.585
C 4.901 -5.091 -1.062
C 5.550 -5.859 -2.205
O 4.496 -6.662 -2.767
H 4.221 -6.772 0.158
H 2.950 -5.570 -0.204
H 5.607 -4.791 -0.291
H 4.422 -4.189 -1.448
H 6.344 -6.524 -1.861
H 5.950 -5.205 -2.976

**Multiplicity**: 1
**LUMO level**: 0.28 eV
**Kohn-Sham gap**: 9.5 eV
**Charge**: 0
**Molar mass**: 1084.796 g/mol
**Energy**: -125585.6464 eV
**E_HOMO**: -9.17 eV

# 4
A cluster of 2 separate species, C6H14O in total, computed with ωB97M-V/def2-TZVPD.

Positions of all 21 atoms, in Å:
C -0.796 -0.437 3.232
C -1.272 -0.244 1.855
C -0.605 -0.678 0.785
C -0.854 -0.420 -0.649
C -0.417 0.948 -1.067
C 1.058 1.261 -0.928
H -0.546 0.506 3.725
H 0.145 -0.979 3.320
H -1.566 -0.941 3.900
H -2.208 0.304 1.692
H 0.331 -1.323 0.926
H -0.275 -1.196 -1.142
H -1.980 -0.669 -0.914
H -0.804 1.209 -2.086
H -0.983 1.731 -0.433
H 1.087 1.375 0.174
H 1.288 2.188 -1.538
H 1.687 0.534 -1.459
O 2.370 -1.218 -2.727
H 2.553 -1.562 -3.693
H 1.788 -0.388 -2.974

**Multiplicity**: 1
**LUMO level**: 0.71 eV
**Kohn-Sham gap**: 9.7 eV
**Relative energy (zero: lowest compared OMol25 entry of this formula, charge and spin)**: 46.93 kcal per mole
**Charge**: 0
**Molar mass**: 102.177 g/mol
**Energy**: -8494.8571 eV
**E_HOMO**: -9.04 eV